{"formula": "C18H46N3O4PRuS2Si4Te", "method": "ωB97M-V with the def2-TZVPD basis set", "symbols": ["Ru", "C", "C", "O", "P", "S", "S", "O", "C", "C", "H", "H", "H", "H", "H", "H", "H", "H", "H", "H", "N", "C", "C", "O", "O", "H", "H", "H", "H", "H", "C", "Si", "C", "C", "Si", "Te", "Si", "C", "C", "C", "Si", "C", "C", "C", "H", "H", "H", "H", "H", "H", "H", "H", "H", "H", "H", "H", "H", "H", "H", "H", "H", "H", "H", "H", "H", "H", "H", "H", "H", "H", "H", "N", "C", "C", "C", "N", "H", "H", "H", "H"], "positions_angstrom": [[-0.725484, 0.836808, 0.193958], [-1.660656, -4.767578, 2.580495], [-2.450338, -3.487137, 2.498640], [-1.509490, -2.381999, 2.591180], [-1.978593, -0.896971, 2.376486], [-0.480556, 0.359516, 2.707025], [-2.747390, -0.613076, 0.514796], [-3.138727, -0.762367, 3.443831], [-3.864916, 0.488227, 3.569214], [-4.023562, 0.807959, 5.033580], [-2.340727, -5.617839, 2.526388], [-1.114122, -4.821202, 3.520946], [-0.950375, -4.837727, 1.757594], [-3.161437, -3.393866, 3.318637], [-2.986991, -3.401899, 1.551225], [-4.823311, 0.352447, 3.067834], [-3.308229, 1.274198, 3.054956], [-4.548772, 0.004949, 5.549407], [-4.600139, 1.726857, 5.146769], [-3.049702, 0.949292, 5.501503], [4.777086, 0.432561, -1.062222], [3.741068, -0.347212, -0.397155], [2.411073, 0.380208, -0.488720], [2.450313, 1.536711, -1.103361], [1.388149, -0.080476, -0.013079], [5.529849, 0.691198, -0.440539], [3.405338, 1.646282, -1.359883], [5.174249, -0.045588, -1.858446], [3.945019, -0.498055, 0.663369], [3.601901, -1.337243, -0.831939], [-5.205522, 2.448741, 0.470236], [-4.449861, 3.365738, -0.977077], [-5.706449, 4.559468, -1.698492], [-3.889168, 2.147489, -2.285134], [-2.661939, 4.714877, -0.265995], [-0.462490, 3.483485, 0.009558], [-2.115440, 6.390343, -1.832663], [-0.416360, 7.088705, -1.468592], [-2.129734, 5.614877, -3.541661], [-3.404845, 7.744430, -1.709823], [-2.996632, 5.590469, 1.897736], [-1.664938, 6.847976, 2.284801], [-4.688463, 6.400175, 1.896850], [-2.964118, 4.186296, 3.139341], [-6.046937, 1.839415, 0.129598], [-5.579003, 3.137736, 1.230909], [-4.477178, 1.780071, 0.932435], [-6.609782, 4.020882, -1.995846], [-5.315977, 5.067170, -2.582920], [-5.999646, 5.323033, -0.974589], [-4.749544, 1.598725, -2.677421], [-3.188890, 1.423092, -1.865002], [-3.395616, 2.648325, -3.120626], [0.364045, 6.336783, -1.599084], [-0.343210, 7.473366, -0.449819], [-0.204797, 7.913440, -2.154142], [-1.409510, 4.795445, -3.605335], [-1.862146, 6.354136, -4.300764], [-3.114269, 5.217554, -3.796749], [-3.368000, 8.236784, -0.735731], [-4.416156, 7.360904, -1.856903], [-3.222368, 8.506238, -2.471892], [-1.718568, 7.704586, 1.609845], [-0.665302, 6.416137, 2.204423], [-1.788196, 7.220726, 3.304770], [-4.756725, 7.198665, 1.155652], [-4.893756, 6.837795, 2.877318], [-5.478804, 5.676750, 1.685057], [-2.042206, 3.601924, 3.078550], [-3.805900, 3.511959, 2.968929], [-3.048242, 4.577820, 4.156482], [-1.423884, -0.696700, -2.558096], [-1.436681, -0.723707, -3.899168], [-0.740513, 0.384279, -4.330793], [-0.351083, 1.037928, -3.156094], [-0.767639, 0.373299, -2.084108], [-1.858004, -1.330053, -1.902400], [-1.927500, -1.514383, -4.440520], [-0.550143, 0.679191, -5.347081], [0.211061, 1.949337, -3.031558]], "forces_ev_per_angstrom": [[0.0428, 0.0922, -0.0249], [-0.0014, 0.0037, 0.0036], [-0.0019, -0.0045, -0.0038], [0.0126, -0.0004, -0.0112], [-0.0141, 0.0075, 0.0056], [-0.0087, 0.0176, -0.0119], [0.0023, -0.0133, 0.0194], [-0.0089, 0.0057, -0.0137], [-0.0061, -0.0070, 0.0166], [-0.0008, -0.0032, -0.0050], [0.0022, -0.0025, -0.0003], [0.0005, -0.0026, -0.0015], [0.0001, 0.0004, -0.0006], [0.0000, 0.0022, -0.0002], [-0.0013, 0.0020, 0.0004], [0.0041, -0.0069, -0.0006], [-0.0033, 0.0020, 0.0047], [-0.0005, 0.0017, 0.0017], [-0.0016, -0.0001, -0.0005], [0.0003, -0.0003, -0.0031], [-0.0012, -0.0022, -0.0007], [0.0037, 0.0028, 0.0113], [-0.0135, 0.0220, -0.0062], [0.0197, 0.0002, 0.0156], [-0.0037, -0.0309, 0.0087], [0.0000, -0.0020, 0.0021], [-0.0117, -0.0099, -0.0222], [-0.0008, 0.0055, 0.0016], [0.0000, -0.0054, -0.0006], [0.0003, 0.0028, -0.0062], [0.0093, 0.0048, 0.0083], [-0.0168, -0.0062, -0.0085], [0.0127, -0.0070, -0.0004], [-0.0027, 0.0086, -0.0032], [0.0060, 0.0218, 0.0033], [-0.0270, -0.0730, 0.0024], [0.0136, -0.0163, 0.0070], [-0.0009, -0.0029, -0.0066], [0.0030, 0.0143, 0.0016], [-0.0099, -0.0068, -0.0002], [0.0036, 0.0091, -0.0064], [-0.0098, -0.0038, 0.0005], [0.0088, -0.0014, 0.0108], [0.0018, 0.0103, 0.0029], [0.0021, -0.0038, -0.0011], [-0.0001, 0.0049, -0.0017], [-0.0014, -0.0004, 0.0004], [0.0019, -0.0035, -0.0012], [-0.0084, -0.0005, 0.0002], [0.0021, -0.0010, 0.0041], [0.0044, -0.0025, 0.0002], [0.0036, -0.0065, 0.0022], [0.0001, 0.0009, -0.0018], [0.0007, 0.0029, 0.0010], [-0.0052, -0.0046, -0.0042], [0.0045, -0.0010, 0.0016], [-0.0006, -0.0045, 0.0008], [-0.0004, -0.0009, 0.0020], [0.0012, -0.0014, 0.0000], [0.0004, -0.0016, 0.0021], [0.0015, 0.0052, 0.0026], [0.0004, -0.0012, -0.0011], [-0.0025, -0.0033, 0.0004], [-0.0003, -0.0027, 0.0019], [0.0047, 0.0021, -0.0017], [0.0061, -0.0002, -0.0016], [-0.0041, 0.0006, -0.0031], [0.0019, -0.0020, 0.0035], [-0.0056, 0.0026, 0.0032], [-0.0011, -0.0032, -0.0032], [-0.0021, -0.0018, 0.0002], [-0.0033, -0.0026, -0.0005], [0.0213, -0.0154, -0.0046], [-0.0281, 0.0194, 0.0060], [0.0364, -0.0131, -0.0090], [-0.0339, 0.0125, 0.0083], [0.0045, -0.0021, 0.0020], [-0.0012, 0.0004, 0.0012], [-0.0038, 0.0026, 0.0002], [0.0032, -0.0033, 0.0013]], "lowdin_spin": [3.417, 0.000, 0.003, 0.006, 0.029, 0.148, 0.182, 0.010, 0.002, 0.000, 0.000, 0.000, 0.000, 0.000, 0.003, 0.000, 0.000, 0.000, 0.000, 0.000, 0.001, 0.003, 0.011, 0.006, 0.083, 0.000, 0.000, 0.000, 0.000, 0.000, 0.000, 0.006, 0.002, 0.002, 0.100, 0.768, 0.020, 0.005, 0.003, 0.005, 0.034, 0.004, 0.009, 0.007, 0.000, 0.000, 0.000, 0.000, 0.000, 0.000, 0.000, 0.002, 0.000, 0.004, 0.000, 0.000, 0.001, 0.000, 0.000, 0.000, 0.000, 0.001, 0.000, 0.003, 0.000, 0.000, 0.002, 0.000, 0.007, 0.000, 0.000, 0.005, 0.009, 0.004, 0.015, 0.067, 0.001, 0.001, 0.000, 0.008], "total_energy_ev": -104418.3304, "lumo_energy_ev": [-1.9270, -4.5044], "de_lowest_kj_mol": 0.12, "spin_multiplicity": 6, "total_charge": 1}

***

{"formula": "C4BNO11Tl", "method": "ωB97M-V with the def2-TZVPD basis set", "symbols": ["Tl", "N", "O", "O", "O", "O", "C", "O", "B", "O", "C", "O", "O", "C", "O", "C", "O", "O"], "positions_angstrom": [[13.594044, -6.881868, -13.450689], [10.922716, -8.961802, -15.843590], [10.029699, -9.446293, -15.181099], [10.862743, -8.905648, -17.056231], [11.933897, -8.507356, -15.274692], [15.410660, -2.168178, -15.896470], [15.544581, -3.245065, -16.349663], [15.632687, -3.609014, -17.616581], [15.255735, -5.004266, -17.775498], [15.401397, -5.546049, -16.413617], [15.366531, -4.583825, -15.521568], [15.077580, -4.707373, -14.368533], [13.888437, -5.208459, -18.313867], [13.858833, -6.160364, -19.206375], [12.944130, -6.645226, -19.749302], [15.410895, -6.587587, -19.420496], [16.117336, -5.757642, -18.717072], [15.722540, -7.501213, -20.082008]], "forces_ev_per_angstrom": [[0.2200, 0.2524, -0.0146], [-0.0345, -0.0835, 0.8746], [0.0767, 0.0596, -0.2394], [0.0808, 0.0990, -0.4870], [0.0306, 0.0806, -0.3219], [0.4100, 0.6057, 0.1162], [-0.7521, -0.5344, 0.8549], [-0.2783, -0.3957, -1.0822], [1.3211, 1.0674, 0.7603], [-0.5829, -1.1964, -0.0568], [-0.1583, 0.6849, -1.0426], [0.0257, -0.2889, 0.6254], [0.1055, -0.3711, -0.1309], [-1.4694, 1.2958, 1.0862], [-0.2354, -0.6111, -0.5364], [2.0389, -0.2332, -0.0199], [-0.5654, -0.0867, 0.0052], [-0.2331, -0.3444, -0.3912]], "nbo_charge": [0.973, 0.705, -0.190, -0.167, -0.350, -0.433, 0.688, -0.632, 1.160, -0.661, 0.722, -0.602, -0.559, 0.722, -0.278, 0.730, -0.538, -0.290], "total_energy_ev": -33517.2603, "lumo_energy_ev": -11.1808, "de_lowest_kj_mol": 21.01, "total_charge": 1}

***

{"formula": "C10H18BKO6S2", "method": "ωB97M-V with the def2-TZVPD basis set", "symbols": ["K", "B", "H", "H", "H", "H", "C", "C", "C", "O", "C", "C", "C", "O", "O", "O", "H", "H", "C", "S", "O", "C", "H", "H", "H", "H", "H", "H", "C", "S", "O", "C", "H", "H", "H", "H", "H", "H"], "positions_angstrom": [[-0.497724, 1.611740, -1.262909], [-2.986212, 2.871757, -2.464348], [-2.165855, 3.383089, -1.827812], [-3.979680, 3.484068, -2.474816], [-2.634261, 2.837508, -3.585055], [-3.161641, 1.825302, -1.999285], [-4.076924, -0.762136, 3.610516], [-3.780211, 0.233104, 2.677768], [-2.584172, 0.026514, 1.744259], [-2.291473, 0.905874, 0.882482], [-1.731602, -1.055611, 1.936932], [-2.021053, -2.117897, 2.827973], [-3.358113, -1.967054, 3.724823], [-3.615024, -2.888716, 4.510635], [-1.350532, -3.147746, 2.952266], [-4.417265, 1.310408, 2.643082], [-4.845225, -0.461770, 4.315216], [-0.758705, -1.077685, 1.452129], [2.544480, -0.671301, -4.885125], [2.290296, -0.275971, -3.137079], [0.820738, -0.045476, -2.974482], [2.539988, -1.932506, -2.444428], [3.437126, -1.282901, -5.019355], [2.524371, 0.205441, -5.528145], [1.696782, -1.266398, -5.241461], [1.790247, -2.616426, -2.853696], [2.346972, -1.985619, -1.374767], [3.534975, -2.295920, -2.706755], [3.604139, -0.135573, 1.139418], [3.000086, 1.576232, 1.131532], [2.044089, 1.720328, -0.022689], [1.855085, 1.348287, 2.550714], [4.097743, -0.307162, 0.176503], [2.817058, -0.875668, 1.249146], [4.440175, -0.167431, 1.840464], [1.382487, 2.318752, 2.690452], [2.376729, 1.078042, 3.468853], [1.112108, 0.600523, 2.277046]], "forces_ev_per_angstrom": [[-0.8439, -0.1481, 0.4509], [-0.2240, 0.0283, -0.5030], [1.2306, 1.1764, 0.9716], [-1.1180, 0.7970, 0.2259], [0.6587, -0.2940, -1.3957], [-0.2432, -1.4970, 0.3723], [0.2630, -0.2752, 0.0289], [-0.6486, 0.9068, 0.1569], [1.1982, 1.2164, -1.1079], [-0.2400, -0.0778, 0.3134], [0.0724, -0.8696, 0.9479], [-1.0511, 0.1861, 0.0706], [0.6615, 0.0651, -0.1454], [-0.0454, -0.2342, 0.1608], [0.3365, -0.1424, 0.1660], [0.4700, -0.2541, -0.3343], [-0.1575, -0.4853, 0.0874], [-0.0796, -0.0305, -0.3961], [-0.5502, -0.8868, -0.3283], [-0.7546, -0.0789, 0.4604], [0.6067, 0.1866, -0.2164], [-0.1483, -0.6203, -0.5997], [0.1938, 0.3093, 0.0064], [0.3749, 0.3015, 0.4064], [-0.0480, -0.0945, 0.3883], [0.0340, 0.2204, -0.3535], [0.2849, 0.6400, 0.0743], [0.0474, 0.0428, 0.2039], [0.7945, 0.3983, -0.8623], [-1.5585, -0.7479, 0.2707], [0.7488, -0.0270, 0.1277], [0.5194, 0.4639, -0.2026], [-0.2450, 0.1908, -0.1139], [-0.0629, 0.0708, 0.4203], [-0.4166, -0.2825, 0.4647], [-0.1315, -0.0562, -0.0338], [0.1298, -0.0841, -0.1016], [-0.0581, -0.0139, -0.0816]], "nbo_charge": [0.953, -0.764, -0.093, -0.033, -0.070, -0.029, -0.566, 0.405, 0.411, -0.744, -0.577, 0.446, 0.412, -0.704, -0.704, -0.688, 0.184, 0.152, -0.841, 1.259, -0.985, -0.834, 0.218, 0.242, 0.240, 0.241, 0.258, 0.211, -0.831, 1.212, -1.013, -0.802, 0.222, 0.251, 0.223, 0.242, 0.218, 0.276], "total_energy_ev": -61616.0478, "lumo_energy_ev": 2.9731, "de_lowest_kj_mol": 0.00, "total_charge": -2}

***

{"formula": "C3H6BrP", "method": "ωB97M-V with the def2-TZVPD basis set", "symbols": ["C", "C", "C", "P", "Br", "H", "H", "H", "H", "H", "H"], "positions_angstrom": [[0.134579, 1.093855, -0.574513], [0.081050, -0.144878, -1.288392], [-0.276880, -0.165125, 0.187886], [0.719783, -0.896510, 1.410535], [0.188182, 0.080679, 3.255209], [1.174068, 1.497992, -0.341147], [-0.573514, 1.972067, -0.740960], [-0.726863, -0.344862, -1.997713], [1.037494, -0.543571, -1.825876], [-1.858770, -0.499581, 0.396363], [0.100871, -2.050066, 1.518610]], "forces_ev_per_angstrom": [[0.2166, 3.2351, 1.3409], [1.2098, -2.2001, -2.8720], [-4.6606, -0.1947, -0.8573], [3.1220, 1.2197, -0.8376], [-0.5729, 0.4057, 0.9418], [-1.4203, -0.7287, -0.1085], [0.7557, -1.6044, 0.2427], [-0.0630, 0.2378, 0.5392], [-1.4620, 0.4693, 1.7722], [4.3443, 1.3024, -0.6461], [-1.4695, -2.1420, 0.4845]], "nbo_charge": [-0.436, -0.438, -0.528, 0.570, -0.210, 0.227, 0.237, 0.231, 0.226, 0.174, -0.054], "total_energy_ev": -82536.2908, "lumo_energy_ev": 0.4558, "de_lowest_kj_mol": 220.00, "total_charge": 0}